# 1
Entry from OMol25: a structure of composition C20H32B2FeN4O6PS2 (ωB97M-V/def2-TZVPD).

As for the maximum force: 0.014 hartree/bohr. As for the energy above the lowest of the compared OMol25 structures with the same formula, charge and spin: 9.3 kcal per mole. As for the total energy: -3903.10201 a.u. The multiplicity is 2. As for the LUMO energy (alpha / beta): -0.02 / 0.66 eV.

XYZ file:
```
68
Properties=species:S:1:pos:R:3:nbo_charge:R:1
Fe -0.121 -0.162 0.182 0.473
C -0.913 3.407 0.017 -0.408
N -0.572 3.082 1.393 -0.336
C -1.245 3.565 2.491 -0.077
C -0.662 3.006 3.574 -0.036
N 0.353 2.190 3.141 -0.466
B 1.298 1.479 4.152 0.201
N 1.580 -0.022 3.793 -0.482
C 2.726 -0.610 4.282 -0.035
C 2.610 -1.946 4.141 -0.097
N 1.390 -2.172 3.542 -0.350
C 0.791 -3.487 3.406 -0.405
C 0.789 -0.979 3.288 0.304
S -0.727 -0.792 2.470 -0.353
C 0.398 2.234 1.808 0.277
S 1.487 1.361 0.767 -0.153
H -1.595 4.254 0.036 0.209
H -1.397 2.556 -0.458 0.232
H -0.014 3.661 -0.534 0.238
H -2.068 4.250 2.396 0.226
H -0.887 3.105 4.620 0.238
H 2.373 2.031 4.195 -0.046
H 0.711 1.516 5.210 -0.052
H 3.509 -0.017 4.718 0.234
H 3.265 -2.752 4.420 0.223
H 1.505 -4.165 2.945 0.202
H -0.090 -3.403 2.783 0.256
H 0.513 -3.862 4.392 0.203
C -3.560 0.806 0.968 -0.630
C -3.182 -0.082 -0.213 0.105
C -3.969 0.291 -1.459 -0.615
O -1.813 0.000 -0.504 -0.838
H -4.571 0.588 1.319 0.209
H -3.519 1.860 0.675 0.189
H -2.867 0.655 1.796 0.226
H -3.430 -1.120 0.052 0.154
H -3.692 1.299 -1.781 0.200
H -5.045 0.270 -1.268 0.203
H -3.748 -0.397 -2.277 0.209
C 1.413 -4.398 0.157 -0.261
O 0.825 -3.127 0.461 -0.837
P 0.957 -1.901 -0.553 1.994
O 2.538 -1.839 -0.731 -0.834
C 3.251 -0.681 -1.183 -0.238
O 0.548 -2.593 -1.931 -0.831
C -0.844 -2.874 -2.174 -0.259
H 2.466 -4.395 0.438 0.190
H 1.324 -4.626 -0.903 0.198
H 0.876 -5.143 0.740 0.191
H 3.606 -0.117 -0.323 0.202
H 2.630 -0.035 -1.805 0.192
H 4.091 -1.035 -1.774 0.198
H -0.988 -2.852 -3.250 0.200
H -1.485 -2.127 -1.707 0.216
H -1.076 -3.867 -1.786 0.176
O 0.669 1.775 -2.070 -0.743
B 0.162 0.528 -1.662 0.962
O -0.261 -0.148 -2.827 -0.755
C -0.008 0.665 -3.893 0.286
C -0.239 0.442 -5.231 -0.271
C 0.129 1.465 -6.106 -0.218
C 0.698 2.646 -5.642 -0.225
C 0.925 2.857 -4.281 -0.238
C 0.557 1.838 -3.435 0.196
H -0.682 -0.481 -5.582 0.224
H -0.033 1.336 -7.168 0.214
H 0.971 3.418 -6.350 0.215
H 1.370 3.770 -3.907 0.225
```

# 2
Entry from OMol25: a cluster of 10 separate species, C20H32B2N2O40S6 in total at a distorted geometry (ωB97M-V/def2-TZVPD).

As for the maximum force: 0.108 hartree/bohr. As for the energy above the lowest of the compared OMol25 structures with the same formula, charge and spin: 0.0 kcal per mole. As for the total energy: -6339.42888 a.u. As for the LUMO energy: -0.71 eV.

XYZ file:
```
102
Properties=species:S:1:pos:R:3:mulliken_charge:R:1
N 7.482 4.982 -0.433 -0.067
H 7.066 4.122 -0.759 0.308
H 7.306 5.180 0.541 0.388
H 7.090 5.657 -1.075 0.034
H 8.433 4.865 -0.752 0.543
N 6.787 4.717 -5.446 2.082
H 7.729 4.872 -5.116 0.047
H 6.166 5.423 -5.077 -0.373
H 6.383 3.870 -5.074 0.013
H 6.647 4.699 -6.446 0.192
O 9.619 4.820 -2.225 -0.769
C 10.488 5.245 -3.020 0.127
O 11.778 5.135 -2.950 -0.527
B 12.316 5.853 -4.113 1.365
O 11.177 6.265 -5.021 -0.431
C 10.058 5.835 -4.413 0.394
O 8.978 5.785 -4.930 -0.716
O 13.297 4.989 -4.837 -0.386
C 14.558 5.425 -4.640 0.633
O 15.597 4.922 -5.059 -0.640
C 14.429 6.693 -3.831 0.402
O 13.133 6.993 -3.759 -0.634
O 15.343 7.435 -3.568 -0.575
O 6.651 6.325 -3.033 -0.093
C 6.097 7.364 -3.373 0.270
O 5.504 7.589 -4.501 0.023
B 4.903 8.914 -4.447 1.180
O 5.280 9.442 -3.100 -0.469
C 5.854 8.472 -2.409 0.007
O 6.088 8.358 -1.172 -0.676
O 3.393 8.697 -4.575 -0.484
C 2.961 9.509 -5.506 0.659
O 1.797 9.649 -5.951 -0.703
C 4.206 10.337 -6.079 0.559
O 5.234 9.908 -5.494 -0.531
O 4.267 11.139 -6.989 -0.643
C 3.348 1.721 -2.756 -0.244
C 3.230 2.194 -4.144 -0.235
O 4.002 3.434 -4.196 -0.123
S 4.027 4.101 -2.623 0.818
O 3.372 5.398 -2.594 -0.521
O 5.374 3.922 -2.241 -0.363
O 3.099 2.878 -2.037 -0.401
H 4.278 1.232 -2.468 0.070
H 2.483 1.068 -2.641 0.382
H 2.197 2.422 -4.403 0.313
H 3.588 1.510 -4.913 0.229
C 12.861 4.767 -8.218 -0.530
C 11.796 5.859 -8.121 -0.083
O 10.717 5.140 -7.601 -0.045
S 10.856 3.505 -7.275 1.066
O 10.307 2.692 -8.334 -0.570
O 10.546 3.252 -5.865 -0.389
O 12.505 3.656 -7.444 -0.362
H 13.832 5.036 -7.801 0.270
H 13.097 4.373 -9.206 0.283
H 11.596 6.339 -9.079 0.338
H 12.024 6.624 -7.379 0.171
C 0.475 6.476 -8.050 -0.341
C 0.251 6.679 -6.557 0.005
O 0.857 5.614 -5.833 -0.333
S 2.234 5.147 -6.657 0.771
O 2.442 3.639 -6.665 -0.435
O 3.391 6.093 -6.427 -0.088
O 1.399 5.479 -8.084 -0.378
H 0.812 7.346 -8.614 0.271
H -0.391 6.102 -8.596 0.235
H -0.826 6.637 -6.401 0.338
H 0.776 7.602 -6.309 0.000
C 6.465 1.919 -9.346 -0.005
C 6.431 0.384 -9.262 -0.394
O 5.070 0.039 -9.332 -0.378
S 4.030 1.162 -8.801 1.070
O 3.461 0.672 -7.552 -0.516
O 3.127 1.549 -9.844 -0.568
O 5.270 2.265 -8.575 -0.138
H 6.299 2.169 -10.394 0.238
H 7.383 2.400 -9.009 0.073
H 6.764 0.054 -8.278 0.265
H 7.093 -0.013 -10.031 0.353
C 8.296 -0.410 -2.096 -0.281
C 8.813 -0.906 -3.430 -0.616
O 8.548 0.108 -4.359 -0.287
S 7.080 0.777 -3.953 0.665
O 5.922 0.159 -4.604 -0.612
O 7.171 2.221 -4.171 -0.224
O 7.260 0.521 -2.351 -0.271
H 9.067 0.190 -1.613 0.313
H 7.940 -1.285 -1.551 0.289
H 8.072 -1.626 -3.779 0.378
H 9.822 -1.313 -3.501 0.361
C 6.745 8.247 -9.147 -0.376
C 7.715 8.167 -8.059 -0.015
O 8.581 7.190 -8.637 -0.426
S 7.777 5.873 -9.162 0.977
O 7.627 4.892 -8.034 -0.391
O 8.434 5.550 -10.401 -0.649
O 6.470 6.859 -9.337 -0.387
H 7.031 8.627 -10.128 0.245
H 5.799 8.733 -8.908 0.294
H 7.161 7.784 -7.202 -0.102
H 8.051 9.151 -7.731 0.486
```

# 3
Entry from OMol25: a structure of composition C20H32Br12F13N3O4SSi2 at a distorted geometry (ωB97M-V/def2-TZVPD).

As for the maximum force: 0.046 hartree/bohr. As for the total energy: -34410.32052 a.u. As for the LUMO energy: -0.04 eV.

XYZ file:
```
87
Properties=species:S:1:pos:R:3:mulliken_charge:R:1
N 6.581 -2.241 1.709 -0.522
C 5.600 -1.641 1.509 0.678
O 4.515 -1.021 1.198 -0.460
Si 4.409 -0.766 -0.498 0.252
C 3.585 -2.218 -1.349 0.877
C 2.098 -2.219 -0.937 -0.597
C 1.147 -2.571 -2.094 1.108
F 1.811 -3.411 -2.893 -0.392
F 0.113 -3.275 -1.608 -0.307
C 0.735 -1.325 -2.956 0.557
F 1.079 -1.593 -4.209 -0.362
F 1.533 -0.313 -2.609 -0.213
C -0.750 -0.866 -2.980 0.526
F -1.640 -1.787 -2.648 -0.226
F -1.032 -0.569 -4.251 -0.311
C -1.102 0.460 -2.232 0.561
F -2.332 0.756 -2.638 -0.268
F -0.384 1.474 -2.611 -0.179
S -1.203 0.389 -0.359 1.408
F -1.919 1.816 -0.369 -0.336
F 0.175 1.137 -0.242 -0.293
F -0.491 -1.010 -0.298 -0.355
F -2.623 -0.275 -0.415 -0.342
F -1.302 0.381 1.199 -0.347
O 5.964 -0.618 -1.076 0.355
Si 6.461 0.804 -1.759 0.269
N 7.199 1.860 -0.601 -0.659
O 5.291 1.562 -2.647 -0.495
N 7.748 0.372 -2.885 -0.450
C 7.312 -0.372 -3.763 0.684
O 6.959 -0.864 -4.770 -0.444
H 3.595 0.426 -0.780 -0.229
H 4.062 -3.115 -0.968 -0.653
H 3.756 -2.056 -2.407 0.532
H 1.777 -1.324 -0.409 0.210
H 1.993 -3.042 -0.223 -0.357
H 7.595 2.671 -1.056 0.247
H 6.545 2.160 0.112 0.242
H 5.057 2.416 -2.283 0.334
Br -3.195 4.077 3.437 -0.118
C -3.765 2.738 2.140 0.096
C -4.512 3.360 0.993 -0.434
Br -6.329 3.842 1.500 -0.173
H -4.353 2.006 2.680 0.317
H -2.847 2.272 1.787 -0.294
H -4.621 2.647 0.178 0.327
H -4.041 4.265 0.620 0.228
Br -10.224 7.831 0.278 -0.143
C -9.268 6.445 1.255 -0.598
C -10.068 5.941 2.426 -0.484
Br -10.038 7.199 3.910 -0.130
H -8.313 6.867 1.547 0.386
H -9.105 5.647 0.533 0.302
H -9.631 5.025 2.818 0.286
H -11.111 5.769 2.180 0.379
Br 4.952 -5.290 0.018 -0.097
C 6.696 -5.511 -0.820 -0.599
C 7.235 -4.211 -1.356 -0.351
Br 6.335 -3.707 -3.006 -0.153
H 6.574 -6.263 -1.593 0.374
H 7.344 -5.898 -0.037 0.371
H 8.286 -4.314 -1.616 0.454
H 7.114 -3.381 -0.665 0.025
Br -3.663 -1.575 3.460 -0.119
C -4.340 -1.489 5.280 -0.557
C -5.466 -0.495 5.357 -0.622
Br -4.769 1.320 5.289 -0.105
H -3.503 -1.231 5.919 0.372
H -4.684 -2.492 5.523 0.333
H -6.001 -0.577 6.300 0.346
H -6.167 -0.594 4.535 0.376
Br 0.448 4.510 -1.128 -0.149
C -1.141 4.948 -0.091 -0.403
C -1.378 6.434 -0.039 -0.545
Br -0.160 7.311 1.197 -0.151
H -1.005 4.509 0.892 0.342
H -1.962 4.448 -0.601 0.115
H -2.376 6.647 0.341 0.369
H -1.249 6.914 -1.004 0.417
Br 2.270 -8.230 -1.036 -0.132
C 0.562 -7.783 -0.221 -0.634
C 0.227 -6.329 -0.408 -0.583
Br 1.262 -5.202 0.794 -0.161
H 0.625 -8.071 0.823 0.377
H -0.172 -8.409 -0.725 0.379
H -0.814 -6.139 -0.154 0.377
H 0.422 -5.976 -1.415 0.342
```

Which value of maximum force does entry 1 give?
0.014 hartree/bohr